A structure of composition C30H56BLaN8O at a distorted geometry, computed with ωB97M-V/def2-TZVPD.

```
97
Properties=species:S:1:pos:R:3:forces:R:3
La 1.0873 1.5470 -0.3085 0.43 -0.20 -0.24
C 1.4699 -1.8433 -4.3851 2.07 0.24 -0.24
C 2.1557 -1.3032 -3.0931 0.82 0.25 -0.40
C 2.4912 0.2235 -3.2519 -0.88 -1.25 0.40
C 1.2969 -1.6475 -1.8992 0.85 -0.27 -0.89
C 1.0950 -2.8851 -1.3043 -0.60 0.15 0.92
C 0.2480 -2.6211 -0.1755 1.88 -0.12 -2.76
C -0.2511 -3.5271 0.8520 -0.15 0.06 2.37
C -0.8990 -4.7545 0.2629 0.01 -1.26 0.15
C 0.9331 -3.7649 1.8647 0.38 -1.61 -0.63
N 0.0107 -1.3142 -0.2035 -1.00 0.65 0.58
N 0.6059 -0.7062 -1.2957 -0.29 0.65 1.44
B -1.2188 -0.6559 0.5685 -0.41 -0.12 -1.56
N -0.8326 0.0020 1.8535 0.34 0.14 0.55
N 0.3142 0.7723 1.9101 -0.35 -0.18 1.20
C 0.4673 1.0428 3.2253 0.97 -0.09 -0.30
C -0.5121 0.4518 3.9709 0.53 0.76 2.08
C -1.3275 -0.1703 3.1038 -2.12 -0.59 -1.37
C -2.7336 -0.6233 3.4688 0.30 0.41 1.27
C -3.7810 0.4573 3.0266 1.29 0.21 0.43
C -3.1251 -2.0516 3.1365 0.08 -0.59 -0.05
C 1.5873 1.8373 3.7849 -0.58 1.17 -0.53
C 1.3469 3.3166 3.4057 0.14 0.10 0.04
C 2.9130 1.3011 3.3134 1.33 -0.04 0.95
N -1.8152 0.3228 -0.4746 -0.64 0.12 0.36
N -1.3750 1.6096 -0.6179 0.44 -0.77 0.09
C -2.1331 2.1658 -1.5587 -0.56 1.12 0.59
C -3.1149 1.2811 -1.9755 -0.96 -0.53 -1.44
C -2.8734 0.0887 -1.2814 0.15 0.73 0.05
C -3.6418 -1.2030 -1.3436 1.26 -0.76 0.29
C -4.6333 -1.3426 -0.2024 0.48 -0.60 0.53
C -4.2824 -1.3899 -2.6967 -0.13 1.73 0.05
C -2.0160 3.6376 -1.8307 0.18 0.93 0.29
C -0.6094 4.2581 -1.5581 -0.46 -1.28 0.26
C -2.4444 3.9224 -3.2606 0.38 -0.26 -0.77
H 2.1472 -1.6415 -5.2549 -0.53 -0.36 0.64
H 0.5712 -1.3044 -4.5856 -0.83 0.31 0.05
H 1.2736 -2.9134 -4.3286 -0.03 0.10 0.01
H 3.1742 -1.7424 -2.9455 -0.90 -0.34 -0.22
H 1.5410 0.7257 -3.4008 -0.14 0.56 -0.11
H 3.1160 0.3732 -4.1212 0.05 0.04 -0.28
H 3.0288 0.6249 -2.3907 -0.10 -0.07 0.02
H 1.4785 -3.8141 -1.6925 -0.02 -0.13 0.29
H -1.0549 -2.9806 1.3903 0.61 -0.31 -0.06
H -0.1605 -5.3327 -0.3155 -0.34 0.14 0.02
H -1.6957 -4.4096 -0.3966 -0.05 -0.29 -0.14
H -1.3446 -5.4738 1.0088 0.52 0.99 -0.54
H 1.7517 -4.4217 1.3936 -1.17 0.98 0.52
H 0.6604 -4.2637 2.8156 -0.27 0.15 -0.66
H 1.3753 -2.8234 2.1482 0.20 0.47 0.01
H -2.0633 -1.4585 0.7222 0.12 -0.18 0.22
H -0.6253 0.5484 5.0580 -0.01 -0.15 -0.69
H -2.7163 -0.5701 4.5942 -0.03 -0.07 -0.97
H -3.6652 0.6990 1.9628 -0.46 -0.29 0.13
H -3.6283 1.4246 3.5655 0.01 -0.83 -0.24
H -4.7441 0.0628 3.3179 -0.45 0.13 -0.39
H -3.1768 -2.2535 2.0879 0.12 0.00 -0.69
H -4.1268 -2.2663 3.4736 -0.36 0.07 0.45
H -2.4742 -2.8353 3.5544 0.00 0.52 0.13
H 1.5219 1.8415 4.8631 0.03 -0.49 0.34
H 1.4887 3.4258 2.3323 0.06 0.23 -0.37
H 2.0473 3.9949 3.9085 -0.06 -0.21 -0.12
H 0.3273 3.6593 3.6384 0.31 -0.27 0.01
H 2.9373 1.0774 2.2598 -0.23 -0.15 -0.52
H 3.2002 0.3574 3.8573 -0.21 0.99 -0.51
H 3.6835 2.0824 3.4600 -0.10 -0.56 0.21
H -3.8959 1.4200 -2.7778 1.10 -0.05 1.25
H -2.9412 -2.0470 -1.1936 0.13 0.51 -0.18
H -5.4767 -0.7000 -0.3773 -0.51 0.28 0.20
H -4.1406 -1.1176 0.7607 -0.54 0.08 -0.53
H -4.9516 -2.3983 -0.1494 -0.15 0.48 -0.05
H -5.1540 -0.7238 -2.7283 -0.01 -0.23 -0.32
H -4.5982 -2.3859 -2.8261 -0.47 -1.19 -0.22
H -3.6124 -1.0987 -3.5054 0.01 -0.16 -0.04
H -2.6711 4.2262 -1.1390 0.13 -0.80 -0.44
H 0.1148 3.9046 -2.2910 0.17 0.03 -0.26
H -0.2406 4.0386 -0.5403 -0.16 -0.09 0.02
H -0.6639 5.3294 -1.5806 0.01 0.53 -0.27
H -1.9349 3.2368 -3.9761 -0.39 0.27 0.48
H -2.1284 4.9123 -3.5473 -0.07 0.51 -0.10
H -3.5236 3.8603 -3.4192 0.17 -0.12 0.11
C 5.4142 -0.0916 -1.0579 -0.63 0.70 -0.17
C 4.2978 -0.4611 -0.1366 -1.13 1.14 -0.27
C 4.4021 -1.7193 0.6079 -1.04 -1.10 -0.04
O 3.3139 0.3114 -0.0378 1.07 -0.86 -0.02
H 6.3489 -0.2899 -0.5961 0.97 -0.04 0.66
H 5.3172 0.9819 -1.2794 0.24 -0.47 -0.27
H 5.4689 -0.7052 -1.9619 -0.48 0.11 -0.03
H 4.6603 -2.4954 -0.1269 0.14 0.05 0.21
H 3.4578 -2.0361 1.0894 0.46 0.44 -0.20
H 5.1991 -1.6907 1.3398 0.30 0.10 0.14
N 3.2243 3.3724 -0.1483 0.08 -0.17 -0.13
N 2.8291 3.2232 -1.5637 0.39 0.91 0.53
H 3.5457 4.3225 0.0780 -0.19 -0.42 -0.26
H 4.0079 2.7443 0.0335 -0.20 0.09 -0.04
H 2.4323 4.1442 -1.7852 0.05 -0.49 -0.30
H 3.6484 3.1064 -2.1753 -0.36 0.10 0.29
```
Positions in Å, forces in eV/Å.

* HOMO-LUMO gap: 8.42 eV
* energy above the lowest of the compared OMol25 structures with the same formula, charge and spin: 0.0 kcal per mole
* charge: +2
* HOMO level: -13.8623 eV
* LUMO: -5.44 eV